(1)
A 2-piece molecular cluster, CH3NO3Si overall. Source: the OMol25 dataset; level of theory: wB97M-V/def2-TZVPD.

Positions of all 9 atoms, in Å:
C (2.0691, 0.1952, 0.0259)
N (3.1966, 0.0294, 0.1517)
O (-1.0307, -1.1191, -1.1050)
O (-0.8685, 1.4599, -0.5365)
O (-0.8096, -0.3996, 1.4996)
Si (-0.5557, -0.0296, 0.0239)
H (-0.7835, -1.9807, -1.0683)
H (-0.9000, 1.9849, -1.3668)
H (-0.3179, -0.1405, 2.3756)

Results
Expectation value of S² ... 2.0083
Max |F| ... 6.26 eV Å⁻¹
Spin multiplicity ... 3
ΔE to the lowest compared entry with this formula, charge and spin ... 0.00 kcal per mole
HOMO energy (alpha / beta) ... -5.38 / -12.25 eV

Calculated atomic charges, method natural (NBO), unit e: C 0.304; N -0.410; O -1.098; O -1.138; O -1.158; Si 1.924; H 0.494; H 0.535; H 0.546

=====

(2)
A 2-piece molecular cluster, C5H8N2 overall. Source: the OMol25 dataset; level of theory: wB97M-V/def2-TZVPD.

Positions of all 15 atoms, in Å:
C (1.2748, -1.6664, -0.9222)
C (0.7320, 0.3603, 0.2174)
C (1.4215, -2.1380, -2.2914)
C (-1.5879, 1.3928, 0.2093)
C (-0.7238, 0.0442, 0.0412)
N (1.5968, -2.8610, -1.0908)
N (1.3710, 1.3061, 0.6149)
H (0.5626, -2.2774, -2.9954)
H (2.4187, -1.8099, -2.8006)
H (-1.3750, 1.9710, 1.1615)
H (-2.5846, 1.3343, 0.0678)
H (-1.3161, 2.0500, -0.6152)
H (-0.9817, -0.9123, 0.4544)
H (-0.7909, -0.1968, -0.9699)
H (2.2972, 1.6551, 0.4256)

Results
Max |F| ... 4.83 eV Å⁻¹
ΔE to the lowest compared entry with this formula, charge and spin ... 149.59 kcal per mole
HOMO energy (alpha / beta) ... -7.93 / -7.94 eV

Calculated atomic charges, method natural (NBO), unit e: C 0.067; C 0.589; C -0.367; C -0.603; C -0.521; N -0.438; N -0.630; H 0.162; H 0.143; H 0.219; H 0.216; H 0.211; H 0.268; H 0.256; H 0.429

=====

(3)
ClNa2O4S as an isolated structure. Source: the OMol25 dataset; level of theory: wB97M-V/def2-TZVPD.

Positions of all 8 atoms, in Å:
Na (15.8338, 3.1887, -8.9663)
Na (17.2637, 4.8750, -12.9987)
S (17.6202, 9.8507, -13.8059)
O (16.7426, 8.9191, -14.4254)
O (18.4761, 10.6032, -14.8361)
O (16.9224, 10.8674, -13.1217)
O (18.3186, 9.0300, -12.8029)
Cl (18.4095, 4.3342, -17.3474)

Results
Max |F| ... 4.38 eV Å⁻¹
ΔE to the lowest compared entry with this formula, charge and spin ... 199.12 kcal per mole
Net charge ... -1
HOMO energy ... -3.58 eV

Calculated atomic charges, method natural (NBO), unit e: Na 0.245; Na 0.854; S 2.551; O -0.922; O -0.854; O -0.951; O -0.951; Cl -0.971

=====

(4)
C22H15N3NiO7 as an isolated structure. Source: the OMol25 dataset; level of theory: wB97M-V/def2-TZVPD.

Positions of all 48 atoms, in Å:
Ni (0.1451, -0.1678, 0.9733)
C (-0.2748, 0.3013, 5.1128)
O (-1.3031, 1.2957, 5.1207)
C (-1.7479, 1.8901, 3.9664)
C (-2.3442, 3.1185, 4.1506)
C (-2.8453, 3.8714, 3.0821)
C (-2.7104, 3.3701, 1.8092)
C (-2.0976, 2.1306, 1.5822)
C (-2.1157, 1.5917, 0.2297)
N (-1.4027, 0.5877, -0.0941)
N (-1.6646, -0.0752, -1.2864)
C (-1.1672, -1.2877, -1.1673)
O (-0.5281, -1.7506, -0.1671)
C (-1.3910, -2.2063, -2.3328)
C (-1.0430, -3.5470, -2.2205)
C (-1.2414, -4.4160, -3.2847)
C (-1.7804, -3.9493, -4.4758)
C (-2.1200, -2.6070, -4.5957)
C (-1.9287, -1.7408, -3.5301)
C (-1.6243, 1.3135, 2.6579)
O (-1.1693, 0.1159, 2.4969)
H (-0.0217, 0.1687, 6.1668)
H (0.6022, 0.6334, 4.5564)
H (-0.6172, -0.6360, 4.6865)
H (-2.3989, 3.4938, 5.1665)
H (-3.3105, 4.8326, 3.2604)
H (-3.0859, 3.9257, 0.9556)
H (-2.8306, 1.9907, -0.4942)
H (-0.6078, -3.8817, -1.2883)
H (-0.9658, -5.4593, -3.1874)
H (-1.9253, -4.6247, -5.3106)
H (-2.5309, -2.2333, -5.5262)
H (-2.1906, -0.6944, -3.6031)
O (5.4351, 0.2066, -3.7484)
C (5.5235, 0.4064, -2.5186)
O (6.5276, 0.6480, -1.8232)
C (4.1857, 0.3124, -1.7433)
C (2.9925, 0.0676, -2.4136)
C (1.8098, -0.0132, -1.7036)
N (1.7561, 0.1313, -0.3770)
C (2.8987, 0.3705, 0.2795)
C (4.1214, 0.4708, -0.3650)
C (2.7645, 0.5112, 1.7902)
O (3.7410, 0.8323, 2.4514)
O (1.5844, 0.2702, 2.2481)
H (3.0166, -0.0567, -3.4873)
H (0.8647, -0.1823, -2.2045)
H (5.0162, 0.6703, 0.2054)

Results
Expectation value of S² ... 2.0056
Max |F| ... 0.37 eV Å⁻¹
Spin multiplicity ... 3
ΔE to the lowest compared entry with this formula, charge and spin ... 3.90 kcal per mole
Net charge ... -2
HOMO energy (alpha / beta) ... -2.33 / -2.34 eV

Calculated atomic charges, method natural (NBO), unit e: Ni 1.491; C -0.247; O -0.548; C 0.292; C -0.275; C -0.292; C -0.200; C -0.220; C 0.125; N -0.380; N -0.478; C 0.564; O -0.788; C -0.121; C -0.175; C -0.228; C -0.228; C -0.251; C -0.123; C 0.335; O -0.810; H 0.154; H 0.215; H 0.193; H 0.199; H 0.190; H 0.189; H 0.160; H 0.238; H 0.198; H 0.195; H 0.197; H 0.226; O -0.770; C 0.734; O -0.754; C -0.071; C -0.235; C 0.029; N -0.533; C 0.081; C -0.204; C 0.749; O -0.668; O -0.850; H 0.238; H 0.198; H 0.260